# 1
Density functional theory data (ωB97M-V with the def2-TZVPD basis set) for an isolated molecule of C4H10N2O in a non-equilibrium geometry.

Values from the calculation:
SMILES: CN(C)C(=O)CN
Relative energy (zero: lowest compared OMol25 entry of this formula, charge and spin) in eV: 1.794
E_LUMO in eV: 0.91
Orbital gap in eV: 9.811
Total energy in Ha: -343.13553
Molecular weight in g mol⁻¹: 102.1
Highest occupied orbital energy in eV: -8.90

XYZ file:
```
17
Properties=species:S:1:pos:R:3:forces:R:3
N -1.108360 1.013532 -1.671153 -1.8240 -2.8879 -2.8634
C -1.530623 0.300933 -0.483130 -0.6190 0.3568 0.9611
C -0.406474 0.190994 0.537622 1.2327 1.3457 1.1670
N 0.728516 -0.530408 0.261510 0.1325 -0.5489 0.5556
C 1.908705 -0.427958 1.160461 -0.1617 -1.3215 -0.8739
C 0.803353 -1.415181 -0.919972 -0.2564 3.0329 -1.6873
O -0.472495 0.915092 1.549383 -0.0194 -1.0371 -1.0624
H -0.960559 1.943044 -1.496150 0.7665 2.7454 1.0382
H -1.950717 1.059330 -2.315422 1.4668 -0.3596 0.8046
H -2.004553 -0.673315 -0.669739 0.3218 0.2577 -0.4075
H -2.270392 0.941882 0.005157 -0.1022 -0.5674 0.5017
H 2.157762 -1.460690 1.500076 -0.0255 0.7370 -0.1309
H 2.796347 -0.004242 0.650654 -0.5558 -0.1956 -0.0004
H 1.676250 0.180494 2.007688 -0.3088 0.3118 0.3766
H 1.776891 -1.856259 -1.157919 -0.3148 -0.0430 0.7834
H 0.610053 -0.674627 -1.744268 0.5179 -0.7783 0.1341
H -0.041971 -2.050944 -1.077534 -0.2504 -1.0475 0.7034
```
Positions in Å, forces in eV/Å.



# 2
Density functional theory data (ωB97M-V with the def2-TZVPD basis set) for a structure of composition C22H29O4SSi2Ta.

Values from the calculation:
E_LUMO in eV: -0.93
Orbital gap in eV: 6.707
Total energy in Ha: -2190.89225
Molecular weight in g mol⁻¹: 626.7
Highest occupied orbital energy in eV: -7.64

XYZ file:
```
59
Properties=species:S:1:pos:R:3:forces:R:3
Ta 0.345355 -0.535862 -0.813174 0.2808 0.1425 -0.1805
O 0.549031 1.279126 0.194573 0.1553 -0.5507 -0.2523
S 1.888643 1.428676 -0.597364 0.3647 0.3059 0.1637
O 2.444484 2.727968 -0.577728 -0.0164 -0.0250 0.0155
O 2.675167 0.269300 -0.141664 -0.1105 0.1823 -0.0431
O 1.352447 0.958382 -1.965980 -0.0622 -0.1746 0.2146
C -1.531134 -0.609279 -1.172517 -0.5551 -0.2386 -0.0408
C -2.794981 -0.672116 -1.383042 0.3064 0.1024 0.0722
C -4.100702 -0.718597 -1.564992 -0.1243 -0.0675 -0.0078
C -4.798593 -1.993057 -1.244606 -0.0245 0.0661 -0.0095
C -5.950458 -1.989159 -0.459922 -0.0239 -0.0189 0.0253
C -6.569774 -3.181986 -0.122189 0.0124 0.0234 -0.0032
C -6.051539 -4.390009 -0.569667 0.0082 -0.0281 -0.0170
C -4.911479 -4.400934 -1.360143 -0.0233 -0.0116 0.0258
C -4.290499 -3.208064 -1.695444 0.0348 0.0304 -0.0209
C -4.840095 0.462646 -2.062577 -0.0328 -0.0438 -0.0312
C -6.061598 0.304996 -2.717817 0.0142 -0.0026 0.0002
C -6.740156 1.408185 -3.211434 -0.0107 0.0040 -0.0012
C -6.210126 2.680453 -3.058396 0.0081 0.0143 -0.0017
C -4.993415 2.845297 -2.409105 -0.0180 0.0200 -0.0062
C -4.314422 1.746742 -1.912855 0.0213 -0.0109 0.0308
H -6.350630 -1.047469 -0.106027 -0.0059 0.0055 0.0023
H -7.457822 -3.170598 0.496287 -0.0020 0.0092 0.0002
H -6.539656 -5.319139 -0.306108 0.0046 -0.0051 -0.0016
H -4.508156 -5.338975 -1.719186 0.0057 -0.0031 -0.0039
H -3.406461 -3.201102 -2.321463 0.0106 -0.0329 -0.0089
H -6.474611 -0.686331 -2.851148 -0.0036 -0.0044 0.0031
H -7.685018 1.273103 -3.721753 -0.0008 -0.0100 0.0009
H -6.742417 3.540628 -3.442490 0.0004 0.0051 -0.0004
H -4.575495 3.835420 -2.283134 0.0050 0.0020 0.0029
H -3.371556 1.877153 -1.395840 0.0024 0.0082 -0.0031
C -0.565450 -1.163038 2.538724 0.0193 -0.0689 0.0366
Si -0.255987 -2.753212 1.594685 -0.0362 -0.0179 0.0533
C 0.697599 -3.932104 2.692636 0.0078 0.0058 0.0163
C -1.886245 -3.524937 1.122217 -0.0274 -0.0149 -0.1104
C 0.863011 -2.354636 0.125803 -0.1551 0.3327 -0.0249
Si 1.075981 -3.328191 -1.453756 -0.0911 -0.0238 0.1716
C 2.834730 -3.925813 -1.554251 0.0089 -0.0155 -0.0485
C 0.811954 -2.084007 -2.902137 0.0696 0.1660 0.0093
C -0.174507 -4.679117 -1.719291 0.0214 -0.0386 0.0057
H -1.082368 -1.389347 3.474934 0.0136 0.0282 0.0218
H -1.190161 -0.454954 1.988691 -0.0030 -0.0009 -0.0464
H 0.374098 -0.662554 2.784776 -0.0106 0.0239 0.0214
H 0.126939 -4.182041 3.589456 -0.0120 -0.0023 0.0110
H 1.642656 -3.487769 3.011161 0.0173 0.0009 0.0079
H 0.925162 -4.863650 2.170315 0.0000 -0.0181 -0.0157
H -2.514806 -3.633558 2.008590 0.0060 0.0015 0.0389
H -1.753400 -4.516761 0.687224 -0.0232 -0.0190 0.0148
H -2.434831 -2.911723 0.404857 0.0099 -0.0101 0.0150
H 1.861286 -2.252650 0.571164 0.0635 0.0494 -0.0534
H 3.525440 -3.083357 -1.482460 0.0145 0.0106 -0.0001
H 3.033934 -4.454964 -2.487766 0.0038 -0.0022 -0.0154
H 3.049876 -4.604333 -0.727152 0.0056 -0.0137 0.0165
H 1.179427 -1.036322 -2.844108 -0.0893 0.0250 -0.0746
H -0.184616 -2.085930 -3.333124 -0.0344 -0.0123 0.0062
H 1.503184 -2.439402 -3.672492 0.0454 -0.0684 0.0566
H -0.062594 -5.456575 -0.961308 -0.0083 -0.0218 0.0049
H -0.053440 -5.144394 -2.698914 0.0036 0.0010 -0.0315
H -1.187421 -4.281950 -1.645603 -0.0409 0.0103 -0.0114
```
Positions in Å, forces in eV/Å.



# 3
Density functional theory data (ωB97M-V with the def2-TZVPD basis set) for the ion C9H11FN3 with charge +1 in a non-equilibrium geometry.

Values from the calculation:
SMILES: Cc1c[nH]c([C@@H]2CC=C(F)C=N2)[nH+]1
Relative energy (zero: lowest compared OMol25 entry of this formula, charge and spin) in eV: 0.258
Total charge: +1
E_LUMO in eV: -3.18
Orbital gap in eV: 9.730
Total energy in Ha: -613.38372
Molecular weight in g mol⁻¹: 180.2
Highest occupied orbital energy in eV: -12.91

XYZ file:
```
24
Properties=species:S:1:pos:R:3:forces:R:3
C -2.787348 0.561062 0.647179 -1.3185 0.4701 0.0290
C -2.460113 -0.513228 -0.075709 -0.1220 -1.9955 -0.4884
C -0.595227 0.502450 0.552928 2.8616 -1.1398 0.0649
C 3.195055 0.827971 -0.652818 -1.3140 0.5260 -0.4961
C 2.618616 -1.199417 0.594173 1.6399 -0.9008 0.6661
C 3.564190 -0.299275 -0.041494 1.4830 0.6374 -0.8862
C 1.756444 1.270020 -0.564969 -0.8886 -0.5601 1.3186
C 1.084638 0.572239 0.616067 -2.0665 0.9443 2.4962
C -3.428240 -1.379815 -0.843079 -2.6090 0.3972 2.6822
N 1.459449 -0.815213 0.851896 -2.0155 0.0835 0.5077
N -1.644709 1.224221 1.020118 1.0792 -0.0503 0.0506
N -1.058002 -0.638809 -0.032472 -3.2567 4.7600 1.4620
F 4.828038 -0.766966 -0.088785 -0.4135 0.1534 -0.1285
H -3.805592 0.869125 0.895489 0.6648 0.1961 -0.0967
H 3.609986 1.474745 -1.422564 1.4131 -0.6220 0.5236
H 2.997249 -2.236851 0.923325 -0.7725 1.5534 -0.7777
H 1.592438 2.337773 -0.433594 0.5567 0.1728 0.0554
H 1.234939 1.058458 -1.475084 -0.2515 -0.4322 -0.9001
H 1.299112 1.158666 1.620410 -0.2164 -1.1122 -1.9056
H -3.047275 -1.947141 -1.589716 1.8664 -1.5693 -2.2813
H -4.072173 -2.157162 -0.260343 1.3082 1.6009 -0.3835
H -4.152549 -0.724257 -1.345927 0.1579 -0.0718 0.2993
H -1.688333 2.111481 1.572789 0.6980 -1.2886 -0.8221
H -0.500595 -1.290083 -0.467827 1.5159 -1.7526 -0.9891
```
Positions in Å, forces in eV/Å.



Question: molecular weight of number 2 (C22H29O4SSi2Ta)?
Answer: 626.7 g mol⁻¹